A 8-piece molecular cluster, C5H29N3O7 overall, computed with ωB97M-V with the def2-TZVPD basis set.

Atoms and positions in Å:
C (2.59, 0.05, -1.39)
C (1.07, 0.16, -1.11)
C (0.15, -0.48, -2.15)
C (-1.32, 0.03, -2.12)
N (-1.97, -0.38, -0.80)
C (-2.92, 0.32, -0.21)
N (-3.61, -0.20, 0.79)
N (3.05, -1.23, -0.78)
H (3.13, 0.96, -1.11)
H (2.59, 0.08, -2.47)
H (0.77, -0.22, -0.12)
H (0.82, 1.23, -1.16)
H (0.61, -0.23, -3.14)
H (0.22, -1.58, -1.99)
H (-1.38, 1.12, -2.13)
H (-2.05, -0.24, -2.85)
H (-1.44, -1.13, -0.39)
H (-3.25, 1.24, -0.69)
H (-4.23, 0.37, 1.34)
H (-3.32, -1.08, 1.19)
H (3.11, -1.88, -1.58)
H (2.25, -1.70, -0.18)
H (3.93, -1.20, -0.28)
H (-1.07, -4.33, 2.13)
H (-2.18, -3.70, 1.36)
O (-1.30, -3.50, 1.69)
H (1.11, 1.76, 2.57)
H (-0.43, 1.55, 2.17)
O (0.32, 1.19, 2.68)
H (0.25, -0.48, 2.54)
H (-0.29, -1.74, 3.37)
O (-0.03, -1.43, 2.49)
H (2.02, 3.29, 2.38)
H (3.40, 2.65, 2.16)
O (2.47, 2.57, 1.92)
H (-1.90, 2.68, -4.11)
H (-0.42, 2.60, -4.14)
O (-1.18, 2.12, -3.78)
H (1.21, -2.35, 1.68)
H (1.77, -3.64, 0.86)
O (1.81, -2.69, 0.97)
H (-1.12, 3.26, 0.77)
H (-1.66, 3.44, 2.14)
O (-1.59, 2.75, 1.45)

LUMO energy in eV: -5.30
HOMO in Ha: -0.6095
Orbital gap in eV: 11.3
Net charge: +2


An isolated ion of composition C5H2ClF3N and charge +1, computed with ωB97M-V with the def2-TZVPD basis set.

Atoms and positions in Å:
C (-1.41, -1.08, -0.52)
C (-1.33, 1.21, 0.62)
C (-1.80, -0.03, 0.13)
C (0.88, 0.39, 0.13)
C (2.18, -0.13, -0.17)
N (-0.01, 0.97, 0.58)
F (2.06, -1.45, -0.39)
F (2.60, 0.42, -1.31)
F (3.02, 0.00, 0.87)
Cl (-3.41, -0.47, -0.44)
H (-1.01, -2.02, -0.60)
H (-1.75, 2.17, 1.12)

LUMO energy (spin up / spin down) in eV: -5.93 / -7.48
HOMO (spin up / spin down) in Ha: -0.4576 / -0.5536
Expectation value of S²: 2.052
Spin multiplicity: 3
Orbital gap (spin up / spin down) in eV: 6.5 / 7.6
Net charge: +1


- Look up the net charge of the first one.
  +2


- The lowest net charge belongs to which entry?
  C5H2ClF3N


- net charge of number 1 (C5H29N3O7)?
  +2


- Look up the net charge of the first one.
  +2